The following is a quantum chemistry calculation of a molecular structure, C57H81BN4O4PSr, from the Open Molecules 2025 dataset.

Structure (ORCA input):
```
! RIJCOSX wB97M-V def2-TZVPD def2/J DEFGRID3
* xyz -1 1
Sr 0.0421 0.0587 0.3126
C 2.5018 -0.1255 2.6434
N 2.0940 0.3732 1.3147
C 2.7031 1.6910 1.0308
C 2.4419 -0.5817 0.1954
C 1.7373 -2.0109 0.2286
N 0.3460 -2.0469 -0.3214
C 0.2283 -2.0665 -1.8338
C 1.2599 -1.2835 -2.6602
C 2.1348 -2.0132 -3.4583
C 3.0173 -1.3980 -4.3412
C 2.9349 -0.0097 -4.4285
C 2.0628 0.7768 -3.6766
C 1.2313 0.1527 -2.7109
O 0.5007 0.7889 -1.8350
C 1.9881 2.2942 -3.8993
C 0.5331 2.7183 -4.1648
C 2.8190 2.7435 -5.1019
C 2.5102 3.0380 -2.6636
C 3.9767 -2.2272 -5.2007
C 4.8978 -3.0546 -4.2964
C 4.8532 -1.3516 -6.0966
C 3.1811 -3.1812 -6.0988
C -0.5757 -3.0513 0.3164
C -0.3211 -3.3245 1.7876
C -0.0299 -4.6190 2.1968
C 0.1992 -4.9323 3.5317
C 0.0916 -3.8794 4.4333
C -0.2061 -2.5610 4.1004
C -0.3862 -2.2363 2.7214
O -0.5351 -1.0377 2.2413
C -0.3506 -1.5879 5.2864
C -0.7848 -0.1772 4.9113
C -1.4219 -2.1304 6.2480
C 0.9832 -1.4837 6.0378
C 0.5117 -6.3376 4.0482
C -0.6169 -6.8153 4.9734
C 0.6483 -7.3410 2.9075
C 1.8298 -6.3273 4.8344
H 3.5777 -0.3396 2.6815
H 1.9583 -1.0318 2.9066
H 2.2599 0.6241 3.3947
H 3.7990 1.6417 1.0684
H 2.3547 2.4261 1.7554
H 2.4106 2.0246 0.0347
H 3.5184 -0.7621 0.2000
H 2.2179 -0.0757 -0.7599
H 1.7100 -2.3622 1.2593
H 2.3912 -2.7070 -0.2988
H -0.7675 -1.6824 -2.0748
H 0.2720 -3.1101 -2.1578
H 2.1103 -3.0973 -3.3780
H 3.5807 0.4996 -5.1294
H 0.1471 2.2243 -5.0628
H 0.4886 3.8018 -4.3284
H -0.1159 2.4573 -3.3318
H 2.5423 2.2094 -6.0159
H 3.8932 2.6080 -4.9401
H 2.6441 3.8102 -5.2686
H 1.8096 2.9334 -1.8369
H 2.6268 4.1064 -2.8805
H 3.4817 2.6406 -2.3520
H 5.4907 -2.4031 -3.6496
H 5.5830 -3.6612 -4.8981
H 4.3264 -3.7278 -3.6532
H 5.4760 -0.6688 -5.5124
H 4.2585 -0.7523 -6.7905
H 5.5169 -1.9875 -6.6899
H 2.5729 -3.8706 -5.5084
H 3.8566 -3.7751 -6.7235
H 2.5072 -2.6229 -6.7528
H -0.5029 -3.9949 -0.2338
H -1.5895 -2.6620 0.1950
H 0.0221 -5.3922 1.4354
H 0.2433 -4.0972 5.4869
H -1.7186 -0.1793 4.3516
H -0.0502 0.3390 4.2959
H -0.9241 0.3902 5.8378
H -2.3783 -2.2475 5.7314
H -1.5658 -1.4325 7.0794
H -1.1505 -3.1018 6.6682
H 1.7546 -1.0445 5.4001
H 1.3455 -2.4591 6.3706
H 0.8702 -0.8445 6.9201
H -1.5718 -6.8168 4.4422
H -0.7243 -6.1616 5.8424
H -0.4196 -7.8301 5.3363
H -0.2812 -7.4414 2.3414
H 0.8993 -8.3232 3.3178
H 1.4379 -7.0538 2.2081
H 1.7847 -5.6565 5.6946
H 2.6533 -5.9926 4.1980
H 2.0632 -7.3314 5.2044
N -0.1138 5.1449 1.5352
P -0.1161 4.2298 0.0418
C -1.8027 4.4958 -0.5805
C -2.4656 5.7215 -0.5020
C -3.7344 5.8655 -1.0390
C -4.3491 4.7798 -1.6677
C -3.6988 3.5603 -1.7438
C -2.4273 3.4169 -1.1957
C 0.8097 5.4786 -0.9412
C 0.3784 5.9253 -2.1865
C 1.1709 6.7711 -2.9549
C 2.4098 7.1903 -2.4902
C 2.8624 6.7398 -1.2546
C 2.0738 5.8835 -0.4990
C -0.7273 4.5953 2.6453
C -0.6369 5.1687 3.9185
C -1.4007 4.6180 4.9249
C -2.2233 3.5283 4.6647
C -2.2047 3.0155 3.3802
N -1.4777 3.5359 2.3942
H 0.5959 5.8425 1.6890
H -1.9821 6.5602 -0.0119
H -4.2464 6.8177 -0.9730
H -5.3396 4.8912 -2.0940
H -4.1685 2.7066 -2.2177
H -1.9563 2.4414 -1.2331
H -0.5822 5.6047 -2.5708
H 0.8131 7.1005 -3.9230
H 3.0218 7.8542 -3.0882
H 3.8373 7.0394 -0.8891
H 2.4708 5.5012 0.4375
H -0.0013 6.0280 4.0953
H -1.3623 5.0430 5.9220
H -2.8430 3.0839 5.4295
H -2.7911 2.1455 3.1147
C -5.7099 -1.9973 0.1867
C -5.1141 -0.7221 -0.3869
C -6.1750 0.3722 -0.3806
O -4.0674 -0.2974 0.4911
B -2.8766 0.1152 -0.2117
O -3.1661 -0.2037 -1.6095
C -4.4080 -0.9024 -1.7637
C -5.1472 -0.2897 -2.9403
C -4.0643 -2.3488 -2.0969
H -6.1936 -1.7685 1.1397
H -4.9424 -2.7470 0.3771
H -6.4640 -2.4331 -0.4800
H -6.5596 0.4748 0.6369
H -7.0157 0.1511 -1.0471
H -5.7473 1.3356 -0.6674
H -5.2971 0.7819 -2.8079
H -6.1271 -0.7568 -3.0959
H -4.5547 -0.4345 -3.8473
H -3.4869 -2.8163 -1.2966
H -3.4485 -2.3567 -3.0000
H -4.9543 -2.9603 -2.2808
*
```

Results
- molecular weight (g mol⁻¹) = 1015.70
- E_LUMO (eV) = 2.2
- HOMO-LUMO gap (eV) = 5.326



The following is a quantum chemistry calculation of 9 unconnected molecules or ions with the total composition C57H82O15, from the Open Molecules 2025 dataset.

Structure (ORCA input):
```
! RIJCOSX wB97M-V def2-TZVPD def2/J DEFGRID3
* xyz 0 1
C 4.4332 -0.0073 3.1294
C 5.3825 0.3516 1.9712
C 4.6062 1.1151 0.8624
O 5.3665 2.1915 0.3514
C 4.5586 3.1249 -0.3834
C 4.0852 2.4119 -1.6578
C 5.0856 2.0367 -2.5416
C 4.8170 1.3806 -3.7301
C 3.4921 1.0645 -4.0051
C 2.4952 1.4306 -3.1422
C 2.7501 2.1325 -1.9536
C 1.5719 2.5433 -1.0793
O 1.5425 3.6131 -0.5002
C 0.4161 1.5515 -1.0208
C -0.3662 1.3813 0.1158
C -0.1148 2.2332 1.3524
O -0.3526 1.5435 2.5881
C 0.6533 1.6959 3.4832
C 1.0407 0.4038 4.2149
O 1.1944 2.7458 3.7374
C -1.4012 0.4263 0.0409
C -2.3830 0.1347 1.1691
C -3.2356 1.3400 1.6005
C -4.1481 1.8787 0.4679
C -5.0138 0.8100 -0.1688
C -5.8805 -0.0166 0.5180
C -6.6581 -0.9691 -0.1193
C -6.5874 -1.1270 -1.4965
C -5.7331 -0.2830 -2.1962
C -4.9571 0.6674 -1.5568
C -1.5831 -0.3025 -1.1185
C -0.8021 -0.1347 -2.2600
C -1.1183 -1.0161 -3.4606
C -1.0759 -2.5116 -3.0303
O -0.0052 -3.2127 -3.7473
C 0.6315 -4.0879 -2.9217
O 0.0786 -4.9941 -2.3443
C 0.1956 0.8281 -2.1999
C 1.0466 1.0992 -3.4228
O 0.6094 1.0938 -4.5579
H 5.0023 -0.5173 3.9168
H 3.8774 0.8675 3.4934
H 3.6907 -0.7340 2.7574
H 6.3052 0.8761 2.2783
H 5.7075 -0.6049 1.5298
H 3.6361 1.5098 1.2291
H 4.3570 0.3544 0.0955
H 3.7508 3.4896 0.2602
H 5.2619 3.9166 -0.6722
H 6.1328 2.2566 -2.3264
H 5.6320 1.1327 -4.4073
H 3.2659 0.5372 -4.9333
H 0.9462 2.5127 1.3343
H -0.6896 3.1643 1.2561
H 1.7044 -0.1634 3.5545
H 0.1123 -0.1841 4.2944
H 1.4689 0.6456 5.1873
H -1.7932 -0.1921 2.0397
H -3.0199 -0.7141 0.8924
H -3.9083 0.9750 2.3979
H -2.6615 2.1473 2.0724
H -3.5206 2.4239 -0.2495
H -4.8312 2.6055 0.9413
H -5.9835 0.0774 1.6004
H -7.3362 -1.6041 0.4519
H -7.1680 -1.8889 -2.0140
H -5.6750 -0.3789 -3.2827
H -4.3174 1.2849 -2.1895
H -2.3925 -1.0339 -1.1507
H -0.3813 -0.9197 -4.2594
H -2.1436 -0.8108 -3.7914
H -2.0227 -3.0307 -3.2325
H -0.8696 -2.6370 -1.9602
H 1.7268 -3.9778 -2.7917
C 3.8972 4.2783 3.8584
C 5.1488 4.3751 4.6868
C 4.9777 4.6605 6.1598
O 6.2465 4.2310 4.1978
H 4.1673 4.0706 2.8232
H 3.2666 3.4704 4.2246
H 3.3507 5.2221 3.8971
H 4.3934 3.8666 6.6278
H 4.4766 5.6199 6.2979
H 5.9561 4.7038 6.6359
C -4.0739 0.4296 -7.3683
C -3.0052 -0.3610 -6.6582
C -1.6668 -0.4813 -7.3404
O -3.2130 -0.8788 -5.5825
H -4.9807 0.4337 -6.7661
H -3.7421 1.4591 -7.5121
H -4.2949 -0.0273 -8.3344
H -1.2307 0.5087 -7.4819
H -1.7840 -0.9774 -8.3056
H -0.9960 -1.0736 -6.7203
C 10.8133 0.9293 1.9345
C 9.4402 1.4582 2.2552
C 9.1535 2.8974 1.9105
O 8.5984 0.7555 2.7700
H 10.8767 -0.1150 2.2354
H 10.9968 0.9972 0.8603
H 11.5663 1.4983 2.4815
H 9.2605 3.0531 0.8353
H 9.8363 3.5519 2.4549
H 8.1303 3.1402 2.1975
C -4.1208 -4.0293 -6.3415
C -3.9181 -5.0638 -5.2618
C -2.6063 -5.8108 -5.2619
O -4.7694 -5.2837 -4.4317
H -5.1004 -3.5701 -6.2213
H -3.3572 -3.2552 -6.2573
H -4.0714 -4.5004 -7.3254
H -1.7775 -5.1105 -5.1360
H -2.4897 -6.3595 -6.1983
H -2.5949 -6.5193 -4.4356
C 8.9137 3.0640 5.4891
C 10.2690 2.5571 5.9069
C 10.4894 2.3055 7.3785
O 11.1491 2.3586 5.0970
H 8.8994 3.2000 4.4126
H 8.1445 2.3409 5.7620
H 8.7129 4.0242 5.9661
H 9.7880 1.5499 7.7360
H 10.3544 3.2320 7.9391
H 11.5045 1.9447 7.5359
C 1.8855 -7.4569 -3.5085
C 2.2483 -8.9208 -3.4744
C 1.7699 -9.7190 -2.2862
O 2.8936 -9.4330 -4.3595
H 2.2912 -7.0070 -4.4137
H 0.8013 -7.3406 -3.5133
H 2.3088 -6.9476 -2.6415
H 0.6799 -9.7000 -2.2385
H 2.1881 -9.3063 -1.3667
H 2.0991 -10.7513 -2.3894
C -10.3710 0.9271 0.6654
C -9.4001 2.0079 0.2632
C -9.6295 2.6824 -1.0676
O -8.4743 2.3224 0.9755
H -10.0897 0.5300 1.6370
H -11.3797 1.3382 0.7342
H -10.3483 0.1163 -0.0653
H -10.6060 3.1699 -1.0753
H -9.5755 1.9465 -1.8717
H -8.8597 3.4352 -1.2285
C -11.9867 -0.4040 5.6666
C -10.9244 -0.6471 4.6231
C -9.5261 -0.9269 5.1156
O -11.1825 -0.6189 3.4419
H -12.9392 -0.2167 5.1746
H -12.0879 -1.2815 6.3072
H -11.7246 0.4670 6.2695
H -9.5210 -1.8271 5.7325
H -9.1580 -0.0785 5.6946
H -8.8676 -1.0818 4.2628
*
```

Results
- SMILES = CCCOCc1cccc2c1C(=O)c1c(COC(C)=O)c(CCCc3ccccc3)cc(CCOC=O)c1C2=O.CC(C)=O.CC(C)=O.CC(C)=O.CC(C)=O.CC(C)=O.CC(C)=O.CC(C)=O.CC(C)=O
- molecular weight (g mol⁻¹) = 1007.27
- E_LUMO (eV) = -0.7
- HOMO-LUMO gap (eV) = 8.277



The following is a quantum chemistry calculation of a molecular structure, C57H84AsCoIN8OPSSb, from the Open Molecules 2025 dataset.

Structure (ORCA input):
```
! RIJCOSX wB97M-V def2-TZVPD def2/J DEFGRID3
* xyz 1 1
Co 0.4523 0.2358 0.7518
C -0.4195 5.7700 -1.8311
C -0.0365 5.9558 -0.3659
N 0.8785 4.9275 0.0976
C 2.2600 5.3066 0.2770
C 2.5192 5.9036 1.6588
C 0.4134 3.7057 0.3738
S 1.4741 2.5401 1.0565
N -0.8801 3.5259 0.1666
C -1.5637 2.4096 0.0245
O -1.1350 1.2207 -0.0149
C -2.9944 2.7002 -0.2435
C -3.7074 1.8736 -1.0998
C -5.0029 2.1956 -1.4546
C -5.5920 3.3501 -0.9722
C -4.8787 4.1833 -0.1251
C -3.5886 3.8594 0.2467
H -1.0206 6.6127 -2.1614
H -0.9978 4.8578 -1.9475
H 0.4715 5.7138 -2.4517
H -0.9391 5.9231 0.2494
H 0.4601 6.9174 -0.2319
H 2.5163 6.0314 -0.4990
H 2.8867 4.4236 0.1386
H 1.9556 6.8226 1.8045
H 3.5769 6.1286 1.7688
H 2.2273 5.1896 2.4246
H -3.2059 1.0079 -1.5092
H -5.5629 1.5591 -2.1241
H -6.5985 3.5988 -1.2747
H -5.3182 5.0995 0.2360
H -3.0380 4.5073 0.9089
I -0.0304 -5.9256 1.7093
C 0.0250 -4.1057 0.6949
C 0.4985 -3.8592 -0.5759
N 0.3391 -2.5421 -0.7880
N -0.1892 -1.9276 0.2690
C -0.3882 -2.8634 1.1845
H 0.9041 -4.5330 -1.3012
H 0.6559 -1.9907 -1.5719
H -0.8277 -2.6313 2.1358
C -0.4092 2.6914 4.0279
C 0.5530 1.5231 4.2182
As -0.0272 -0.0716 3.2033
C -1.8172 -0.2616 4.0643
C -2.5693 -1.5613 3.8119
C 0.8874 -1.5119 4.2279
C 2.0940 -2.1407 3.5307
H -0.0014 3.6000 4.4676
H -1.3730 2.4879 4.4931
H -0.5736 2.8728 2.9647
H 0.6447 1.2711 5.2813
H 1.5422 1.8128 3.8504
H -2.4304 0.5691 3.7112
H -1.6519 -0.1329 5.1402
H -2.7359 -1.7145 2.7453
H -3.5484 -1.5220 4.2873
H -2.0382 -2.4207 4.2226
H 0.1340 -2.2813 4.4248
H 1.1741 -1.0931 5.1986
H 2.0020 -2.0448 2.4468
H 2.1779 -3.1995 3.7730
H 3.0157 -1.6459 3.8279
N 2.0482 -0.2919 0.0679
P 3.5559 -0.1267 -0.3166
N 3.9327 0.7958 -1.6786
C 4.1924 2.2266 -1.5642
C 3.4962 3.0238 -2.6627
C 3.9689 2.5271 -4.0291
C 3.8877 0.9925 -4.1114
C 3.2057 0.4091 -2.8769
N 4.4723 0.5574 0.9030
C 5.9010 0.7647 0.8149
C 6.2660 2.1512 1.3477
C 5.7809 2.2901 2.7883
C 4.2899 1.9813 2.8710
C 4.0072 0.6082 2.2691
N 4.1520 -1.6253 -0.7917
C 5.2843 -1.8939 -1.6459
C 6.4649 -2.4611 -0.8548
C 6.0235 -3.7087 -0.0937
C 4.8382 -3.3755 0.8072
C 3.7182 -2.7858 -0.0495
H 5.2754 2.3919 -1.6519
H 3.8720 2.5693 -0.5763
H 3.7400 4.0823 -2.5495
H 2.4123 2.9226 -2.5754
H 5.0018 2.8452 -4.1785
H 3.3643 2.9848 -4.8121
H 4.8875 0.5652 -4.1898
H 3.3314 0.6847 -4.9961
H 3.1951 -0.6835 -2.9254
H 2.1587 0.7431 -2.8328
H 6.2139 0.6454 -0.2226
H 6.4179 0.0168 1.4354
H 5.7997 2.9228 0.7330
H 7.3486 2.2814 1.2964
H 5.9691 3.3022 3.1488
H 6.3319 1.5930 3.4240
H 3.7277 2.7330 2.3176
H 3.9607 1.9888 3.9111
H 2.9334 0.3906 2.2769
H 4.5324 -0.1508 2.8673
H 5.5692 -0.9796 -2.1658
H 4.9746 -2.6353 -2.3947
H 6.8311 -1.7138 -0.1485
H 7.2751 -2.7043 -1.5436
H 6.8524 -4.1113 0.4902
H 5.7137 -4.4770 -0.8059
H 5.1403 -2.6582 1.5735
H 4.4747 -4.2753 1.3082
H 2.8688 -2.4797 0.5635
H 3.3812 -3.5537 -0.7585
C -5.5471 -4.0749 -2.7545
C -5.0736 -4.5872 -1.4280
C -5.4612 -5.8815 -1.0833
C -5.0730 -6.4703 0.1035
C -4.3125 -5.7436 1.0048
C -3.9274 -4.4595 0.6755
C -4.2848 -3.8725 -0.5342
Sb -3.3219 -1.9386 -0.8133
C -4.7705 -0.6927 0.2416
C -4.1535 0.0968 1.2034
C -4.8986 0.8270 2.1081
C -6.2781 0.7619 2.0555
C -6.8910 -0.0097 1.0872
C -6.1567 -0.7508 0.1679
C -6.8735 -1.5695 -0.8594
C -3.3034 -1.7498 -2.9897
C -3.8153 -0.6314 -3.6285
C -3.5605 -0.3916 -4.9670
C -2.7825 -1.2810 -5.6864
C -2.2974 -2.4154 -5.0636
C -2.5326 -2.6573 -3.7143
C -1.9703 -3.9210 -3.1363
H -6.6340 -4.1330 -2.8128
H -5.1506 -4.6993 -3.5551
H -5.2418 -3.0507 -2.9380
H -6.0814 -6.4295 -1.7799
H -5.3633 -7.4865 0.3281
H -4.0181 -6.1806 1.9482
H -3.3198 -3.8951 1.3730
H -3.0704 0.1437 1.2424
H -4.4118 1.4458 2.8497
H -6.8722 1.3064 2.7739
H -7.9689 -0.0476 1.0414
H -7.9293 -1.3094 -0.8915
H -6.7981 -2.6286 -0.6165
H -6.4410 -1.4183 -1.8469
H -4.4274 0.0661 -3.0794
H -3.9388 0.5062 -5.4350
H -2.5545 -1.0909 -6.7258
H -1.7051 -3.1262 -5.6236
H -0.8979 -3.9784 -3.3075
H -2.4241 -4.7805 -3.6266
H -2.1550 -4.0114 -2.0711
*
```

Results
- molecular weight (g mol⁻¹) = 1342.91
- E_LUMO (spin up / spin down) (eV) = -3.8 / -3.7
- HOMO-LUMO gap (spin up / spin down) (eV) = 5.878 / 5.921



Which value of molecular weight does entry 3 give? 1342.91 g mol⁻¹



molecular weight of number 1 (C57H81BN4O4PSr)? 1015.70 g mol⁻¹



molecular weight of number 1 (C57H81BN4O4PSr)? 1015.70 g mol⁻¹